Density functional theory data (ωB97M-V/def2-TZVPD) for one molecule with the formula C20H25NO7.

The value obtained for the HOMO energy is -8.303 eV. The structure (SMILES) is CCOc1cc(C(=O)OCC(=O)NCc2ccco2)cc(OCC)c1OCC. The calculation puts the HOMO-LUMO gap at 8.85 eV. The value obtained for the energy relative to the best compared isomer or geometry (same formula, charge and spin) is 2.4 kJ/mol.

Cartesian coordinates (Å):
O1 -4.034 -1.706 -2.329
O2 -2.240 2.032 -0.863
O3 3.002 0.003 2.141
O4 1.010 -1.896 2.305
O5 0.080 0.544 -3.205
O6 2.454 2.383 0.588
O7 -2.954 0.107 0.047
N1 -3.025 0.242 -2.901
C1 -0.267 -1.529 -2.482
C2 -2.035 1.066 -0.159
C3 -3.751 -0.554 -2.088
C4 3.133 -0.590 3.427
C5 0.058 -2.943 2.342
C6 1.136 0.185 -2.460
C7 -4.129 0.133 -0.764
C8 -2.108 -0.326 -3.878
C9 3.845 2.282 0.848
C10 1.761 0.225 1.599
C11 0.289 1.675 0.346
C12 -0.539 -0.428 1.162
C13 1.551 1.413 0.876
C14 0.982 -1.081 -1.988
C15 -0.773 -0.503 -3.226
C16 2.268 0.067 4.495
C17 -0.081 -3.664 1.006
C18 4.221 2.849 2.212
C19 0.708 -0.717 1.686
C20 -0.754 0.780 0.504
H1 -4.464 1.163 -0.920
H2 4.304 2.892 0.063
H3 1.920 0.906 -2.339
H4 0.137 2.594 -0.194
H5 4.190 1.252 0.745
H6 2.922 -1.662 3.381
H7 -1.353 -1.126 1.231
H8 -0.775 -4.494 1.111
H9 4.193 -0.448 3.658
H10 3.804 2.237 3.005
H11 -0.912 -2.574 2.695
H12 -2.780 1.167 -2.564
H13 0.886 -4.049 0.692
H14 1.664 -1.624 -1.367
H15 3.839 3.862 2.310
H16 2.442 1.141 4.528
H17 1.213 -0.104 4.295
H18 5.303 2.866 2.314
H19 2.512 -0.357 5.465
H20 -2.511 -1.291 -4.188
H21 -0.729 -2.482 -2.322
H22 -2.033 0.351 -4.731
H23 0.455 -3.632 3.095
H24 -4.879 -0.452 -0.233
H25 -0.450 -2.991 0.236

Density functional theory data (ωB97M-V/def2-TZVPD) for C37H32FeN2O2PS2 as an isolated structure.

As for the expectation value of S²: 8.778. The value obtained for the HOMO energy (alpha / beta) is -13.498 / -14.162 eV. Its spin multiplicity is 6. The calculation puts the HOMO-LUMO gap (alpha / beta) at 5.84 / 6.16 eV. The charge is +2.

Cartesian coordinates (Å):
Fe1 -0.101 0.130 0.374
S1 -0.069 2.402 0.125
S2 2.117 0.195 0.637
P1 0.063 -2.125 -0.092
O1 -1.881 -0.158 0.251
O2 -4.027 -0.356 -0.302
N1 1.925 4.133 0.279
N2 3.877 2.132 0.218
C1 -1.535 -2.994 -0.117
C2 2.332 -3.567 -3.804
C3 0.995 5.241 0.045
C4 -3.866 -4.508 -0.088
C5 6.005 1.921 3.979
C6 5.812 1.596 1.602
C7 0.698 -2.555 3.856
C8 1.837 7.396 -0.955
C9 3.048 -3.088 -2.714
C10 1.542 5.489 -2.393
C11 1.774 -3.430 3.946
C12 1.982 6.235 -3.474
C13 -2.630 -5.139 -0.118
C14 1.466 6.068 -1.128
C15 -2.779 -2.361 -0.082
C16 7.128 2.013 1.441
C17 3.321 4.460 0.576
C18 4.984 1.192 0.404
C19 4.217 3.503 -0.168
C20 0.946 -3.589 -3.770
C21 0.987 -2.702 -1.532
C22 2.383 -2.642 -1.585
C23 0.222 -2.183 2.612
C24 2.364 -3.938 2.797
C25 2.358 7.560 -3.295
C26 2.609 1.830 0.373
C27 5.251 1.557 2.876
C28 1.887 -3.578 1.544
C29 -2.971 -0.860 -0.055
C30 7.324 2.328 3.816
C31 2.274 8.144 -2.038
C32 0.813 -2.700 1.451
C33 -3.941 -3.127 -0.079
C34 1.583 2.865 0.257
C35 7.884 2.372 2.547
C36 0.270 -3.154 -2.642
C37 -1.468 -4.389 -0.135
H1 5.570 1.882 4.969
H2 1.235 4.457 -2.534
H3 -4.777 -5.092 -0.069
H4 -4.893 -2.614 -0.067
H5 2.945 -2.252 -0.747
H6 3.198 -4.622 2.875
H7 2.727 8.135 -4.133
H8 -2.569 -6.219 -0.125
H9 1.767 7.855 0.025
H10 4.573 0.196 0.534
H11 7.916 2.604 4.677
H12 2.338 -3.989 0.651
H13 7.574 2.038 0.453
H14 0.381 -3.943 -4.622
H15 3.493 4.371 1.653
H16 5.597 1.204 -0.499
H17 -0.638 -1.518 2.535
H18 5.259 3.694 0.079
H19 4.226 1.222 3.007
H20 0.231 -2.173 4.754
H21 0.954 5.856 0.948
H22 2.151 -3.718 4.918
H23 8.911 2.684 2.416
H24 0.005 4.832 -0.131
H25 4.083 3.619 -1.248
H26 3.516 5.483 0.266
H27 2.854 -3.917 -4.684
H28 -0.503 -4.881 -0.168
H29 4.129 -3.061 -2.746
H30 2.031 5.786 -4.457
H31 2.551 9.180 -1.901
H32 -0.812 -3.175 -2.623

Density functional theory data (ωB97M-V/def2-TZVPD) for C17H31CoN3P2 as an isolated structure.

As for the expectation value of S²: 3.761. The value obtained for the HOMO energy (alpha / beta) is -6.720 / -7.611 eV. Its spin multiplicity is 4. The calculation puts the HOMO-LUMO gap (alpha / beta) at 6.34 / 7.21 eV. The value obtained for the energy relative to the best compared isomer or geometry (same formula, charge and spin) is 0.0 kJ/mol.

Cartesian coordinates (Å):
Co1 -0.249 -1.424 2.762
P1 0.097 1.715 -1.895
P2 -0.178 -1.700 -1.694
N1 -0.120 1.385 8.502
N2 -0.304 1.436 6.043
N3 -0.320 0.180 3.944
C1 -0.429 -0.677 -3.210
C2 -1.511 1.015 0.505
C3 -0.197 1.335 7.330
C4 -0.603 2.007 1.155
C5 -0.277 0.705 5.019
C6 0.331 0.634 -3.326
C7 -1.184 -3.079 -2.294
C8 -1.756 -0.547 0.570
C9 -1.535 2.445 -2.352
C10 0.484 -2.772 4.095
C11 -0.610 -1.528 0.118
C12 1.328 -0.051 0.091
C13 1.804 1.125 0.992
C14 0.736 2.169 1.154
C15 1.518 -2.258 -2.114
C16 1.264 3.050 -2.195
C17 0.768 -1.276 0.744
H1 1.406 0.498 -3.483
H2 2.096 -0.271 -0.677
H3 1.063 3.120 1.626
H4 -1.301 1.191 -0.555
H5 1.407 -2.130 0.389
H6 -1.850 3.190 -1.608
H7 -1.510 -0.564 -3.337
H8 -2.185 -2.696 -2.516
H9 1.412 -2.733 -3.098
H10 -2.312 1.668 -2.433
H11 1.351 -2.243 4.523
H12 -1.413 2.930 -3.327
H13 1.294 3.733 -1.346
H14 -0.685 -3.392 -3.212
H15 -2.518 1.455 0.594
H16 -0.094 -1.351 -4.019
H17 1.889 -3.011 -1.408
H18 -1.200 -3.903 -1.575
H19 -1.175 2.545 1.920
H20 -2.374 -0.748 1.464
H21 0.493 0.392 -0.525
H22 0.905 3.577 -3.082
H23 -0.935 -2.592 0.149
H24 2.228 -1.425 -2.225
H25 -0.046 1.222 -4.176
H26 2.678 1.615 0.552
H27 -0.395 -2.861 4.751
H28 -2.433 -0.783 -0.249
H29 2.193 0.664 1.895
H30 0.700 -3.623 3.430
H31 2.254 2.637 -2.386

Density functional theory data (ωB97M-V/def2-TZVPD) for one molecule with the formula C4H3BrFN.

The value obtained for the HOMO energy is -9.713 eV. The structure (SMILES) is FC1=C[C@H]1/C=N/Br. The calculation puts the HOMO-LUMO gap at 10.22 eV. The value obtained for the energy relative to the best compared isomer or geometry (same formula, charge and spin) is 371.3 kJ/mol.

Cartesian coordinates (Å):
Br1 -4.133 -0.426 0.107
F1 0.915 -2.844 -0.412
N1 -2.378 -0.029 0.472
C1 -0.088 -0.527 0.278
C2 0.950 -0.250 -0.702
C3 -1.472 -0.677 -0.075
C4 0.757 -1.523 -0.343
H1 0.122 -0.270 1.312
H2 1.508 0.483 -1.403
H3 -1.437 -1.317 -0.961

Density functional theory data (ωB97M-V/def2-TZVPD) for CH6N2O as an isolated structure.

The value obtained for the HOMO energy is -8.422 eV. The calculation puts the HOMO-LUMO gap at 9.32 eV. The value obtained for the energy relative to the best compared isomer or geometry (same formula, charge and spin) is 338.0 kJ/mol.

Cartesian coordinates (Å):
O1 0.944 -0.823 -1.079
N1 -0.770 0.445 -0.004
N2 0.298 1.090 0.803
C1 -0.350 -0.866 -0.397
H1 0.068 2.093 0.897
H2 -0.902 -1.225 -1.217
H3 1.628 -0.620 -0.306
H4 -1.820 0.414 0.761
H5 1.097 1.099 0.174
H6 -0.194 -1.606 0.369

Density functional theory data (ωB97M-V/def2-TZVPD) for C36H41N5O4PSi2W as an isolated structure.

The value obtained for the HOMO energy is -9.871 eV. The calculation puts the HOMO-LUMO gap at 6.48 eV. The charge is +1.

Cartesian coordinates (Å):
W1 -0.095 0.093 -0.395
P1 -2.064 0.174 1.000
Si1 -0.286 1.251 -3.723
Si2 0.845 2.602 1.868
O1 1.861 -0.604 0.130
O2 4.909 -7.116 0.917
O3 0.395 -2.052 -0.460
O4 6.427 -5.644 1.335
N1 0.420 0.876 -2.082
N2 -3.329 -0.218 -0.078
N3 5.308 -5.976 1.013
N4 0.663 1.843 0.257
N5 -1.747 -0.896 -1.585
C1 0.597 4.450 1.695
C2 -1.862 -3.676 2.332
C3 -1.377 -1.637 -2.649
C4 -4.006 -1.596 -1.954
C5 -4.536 2.959 3.651
C6 -3.045 1.241 2.074
C7 -3.617 -2.306 -3.068
C8 3.060 -5.242 0.329
C9 3.743 3.281 -1.341
C10 -2.162 1.379 -3.729
C11 -3.427 2.486 1.576
C12 4.751 -3.581 0.864
C13 -4.168 1.714 4.143
C14 2.519 2.056 2.536
C15 -3.421 0.851 3.355
C16 -0.625 -3.715 2.965
C17 -1.576 -1.322 1.897
C18 2.661 1.712 -2.802
C19 -2.332 -2.491 1.793
C20 1.619 1.621 -1.887
C21 0.345 0.059 -5.027
C22 3.727 2.550 -2.524
C23 1.579 -1.833 -0.060
C24 -0.348 2.207 3.253
C25 0.139 -2.562 3.066
C26 2.746 3.128 -0.391
C27 -3.036 -0.916 -1.222
C28 0.229 2.982 -4.188
C29 2.547 -2.903 0.200
C30 1.699 2.234 -0.635
C31 4.340 -4.895 0.725
C32 2.155 -4.232 0.063
C33 -2.267 -2.348 -3.412
C34 -0.334 -1.367 2.541
C35 3.840 -2.575 0.601
C36 -4.170 3.345 2.368
H1 3.108 1.515 1.796
H2 -2.736 0.842 -2.980
H3 1.144 -4.458 -0.246
H4 2.797 -6.285 0.237
H5 -2.458 -4.575 2.254
H6 0.605 -0.941 -4.681
H7 0.273 -0.474 2.629
H8 -4.285 -0.228 0.247
H9 2.375 1.402 3.399
H10 0.641 4.928 2.675
H11 -2.421 2.435 -3.637
H12 0.106 3.660 -3.340
H13 -3.115 -0.115 3.740
H14 -4.461 4.316 1.989
H15 -0.558 1.168 3.492
H16 1.290 4.968 1.036
H17 -0.411 4.611 1.301
H18 -1.918 -2.920 -4.259
H19 4.563 3.958 -1.142
H20 4.541 2.645 -3.230
H21 1.252 3.080 -4.546
H22 -0.321 -1.639 -2.862
H23 -1.284 2.755 3.182
H24 1.237 0.473 -5.501
H25 -0.438 3.330 -4.982
H26 -0.260 -4.644 3.384
H27 2.830 3.664 0.539
H28 -3.288 -2.479 1.285
H29 4.118 -1.534 0.700
H30 0.187 2.615 4.118
H31 -5.039 -1.565 -1.637
H32 -4.352 -2.838 -3.655
H33 2.621 1.144 -3.722
H34 -2.511 1.050 -4.712
H35 1.101 -2.587 3.560
H36 5.763 -3.369 1.174
H37 -5.110 3.634 4.271
H38 -3.122 2.787 0.579
H39 -0.410 -0.044 -5.810
H40 3.111 2.908 2.878
H41 -4.459 1.419 5.142